No. 1
The molecule C4H6N2. Source: the OMol25 dataset; level of theory: wB97M-V/def2-TZVPD.

SMILES string: Cc1cn[nH]c1

Geometry as ORCA input:
```
! wB97M-V def2-TZVPD RIJCOSX def2/J DEFGRID3
* xyz 0 1
C 1.15 1.09 0.72
C 0.11 0.08 0.30
C -0.85 0.36 -0.64
N -1.40 -0.81 -1.00
N -0.85 -1.86 -0.37
C 0.07 -1.32 0.42
H 2.07 0.64 1.07
H 1.36 1.62 -0.20
H 0.82 1.81 1.48
H -1.11 1.30 -1.12
H -2.10 -0.97 -1.70
H 0.72 -1.95 1.02
*
```

***

No. 2
A cluster of 2 separate species, C4H6N2 in total. Source: the OMol25 dataset; level of theory: wB97M-V/def2-TZVPD.

SMILES string: CC1=C(C#N)N1.[H][H]

Geometry as ORCA input:
```
! wB97M-V def2-TZVPD RIJCOSX def2/J DEFGRID3
* xyz 0 1
C 1.00 0.78 -1.05
C 0.10 -0.03 -0.22
N -1.27 -0.58 -0.24
C -0.12 -0.90 0.70
C 0.35 -1.84 1.62
N 0.82 -2.63 2.32
H 1.35 0.14 -1.87
H 0.51 1.65 -1.47
H 1.87 1.08 -0.46
H -1.55 2.15 0.69
H -1.31 -1.31 -0.97
H -1.76 1.49 0.96
*
```

***

No. 3
The molecule C4H6N2. Source: the OMol25 dataset; level of theory: wB97M-V/def2-TZVPD.

SMILES string: N#CCN1CC1

Geometry as ORCA input:
```
! wB97M-V def2-TZVPD RIJCOSX def2/J DEFGRID3
* xyz 0 1
N -2.01 -0.05 1.82
C -1.12 0.49 1.31
C 0.04 1.14 0.65
N 0.75 0.35 -0.34
C 0.00 -0.41 -1.32
C 0.76 -1.09 -0.24
H -0.32 2.06 0.17
H 0.75 1.43 1.43
H 0.38 -0.35 -2.34
H -1.09 -0.44 -1.23
H 0.16 -1.57 0.54
H 1.72 -1.56 -0.45
*
```

***

No. 4
The molecule C4H6N2. Source: the OMol25 dataset; level of theory: wB97M-V/def2-TZVPD.

SMILES string: Nc1ccc[nH]1

Geometry as ORCA input:
```
! wB97M-V def2-TZVPD RIJCOSX def2/J DEFGRID3
* xyz 0 1
N -0.27 1.38 1.47
C -0.07 0.48 0.41
C -0.85 0.22 -0.69
C -0.27 -0.90 -1.37
C 0.85 -1.26 -0.65
N 0.96 -0.43 0.43
H -0.20 2.36 1.23
H -1.10 1.18 2.01
H -1.73 0.83 -0.83
H -0.60 -1.41 -2.26
H 1.56 -2.07 -0.81
H 1.74 -0.38 1.07
*
```

***

No. 5
The molecule C4H6N2. Source: the OMol25 dataset; level of theory: wB97M-V/def2-TZVPD.

SMILES string: C[C@H]1N[C@H]1C#N

Geometry as ORCA input:
```
! wB97M-V def2-TZVPD RIJCOSX def2/J DEFGRID3
* xyz 0 1
C -1.33 0.39 0.68
C -0.29 1.11 -0.06
C 0.72 0.33 -0.55
C 0.38 -1.04 -0.57
H -1.37 1.24 1.52
H -1.13 -0.67 1.14
H -2.42 0.21 0.23
H -0.41 2.16 -0.50
H 0.68 0.32 1.69
H 1.54 0.50 -1.34
N 1.04 0.91 0.83
N -0.15 -2.12 -0.79
*
```

***

No. 6
A structure of composition C4H6N2. Source: the OMol25 dataset; level of theory: wB97M-V/def2-TZVPD.

Geometry as ORCA input:
```
! wB97M-V def2-TZVPD RIJCOSX def2/J DEFGRID3
* xyz 0 1
C -0.67 0.15 0.28
N -0.09 1.35 0.38
N -1.99 -0.13 -0.15
C -0.24 -0.98 -0.25
C 1.61 -0.85 -0.24
C 2.74 -0.41 -0.12
H -0.72 2.10 0.66
H 0.95 1.22 0.38
H -2.52 -0.94 0.18
H -2.36 0.53 -0.82
H -0.46 -2.03 -0.22
H 3.74 -0.02 -0.10
*
```

***

Table of DFT total energy (eV), in record order: -7224.8661, -7220.8295, -7223.7042, -7225.2157, -7221.4753, -7219.2686
Table of LUMO (eV), in record order: 1.04, 0.31, 0.99, 1.09, 0.87, 0.79
Table of energy above the lowest of the compared OMol25 structures with the same formula, charge and spin (kJ/mol), in record order: 69.9, 459.4, 182.0, 36.2, 397.1, 610.0